Computed, not measured: a 2-piece molecular cluster, CH5NOS2 overall in a non-equilibrium geometry, with wB97M-V/def2-TZVPD.

Summary:
* HOMO level (spin up / spin down): -8.2467 / -8.1673 eV
* structure (SMILES): CSN.O=S
* LUMO (spin up / spin down): -1.4 / -1.4 eV
* total charge: 0
* HOMO-LUMO gap (spin up / spin down): 0.2505 / 0.2469 Eh
* energy above the lowest of the compared OMol25 structures with the same formula, charge and spin: 302.8 kJ/mol

CARTESIAN COORDINATES (ANGSTROEM)
C: 1.857450 -0.620796 -0.244275
N: -0.427364 0.723585 0.570458
O: -2.984522 0.987983 -0.471887
S: 0.069082 -0.873411 0.321379
S: -3.405486 -0.419722 -0.454182
H: 1.858903 0.417103 -0.222434
H: 2.076500 -1.058604 -1.247417
H: 2.455800 -1.242512 0.479839
H: -0.810885 0.827988 1.502344
H: -0.689481 1.258383 -0.233826

Forces on atoms 1 to 2 (eV/Å):
-0.909 -3.622 0.469
1.286 -0.973 0.734